# 1
Below is C4HNO2 in the gas phase, with properties calculated with the ωB97M-V functional and the def2-TZVPD basis.

The calculation puts the LUMO energy at -1.3 eV. The structure (SMILES) is N#C[C@H]1OC1=C=O. Its HOMO-LUMO gap is 0.3319 Ha.

Last columns: bonded neighbours and bond lengths (Å).
Positions of all 8 atoms, in Å:
1 N -0.81 1.03 -2.52  C2 1.135
2 C -0.22 0.45 -1.74  N1 1.135, C3 1.381
3 C 0.41 -0.16 -0.67  C2 1.381, O4 1.355, C5 1.621, H8 1.119
4 O 1.52 -0.35 0.09  C3 1.355, C5 1.460
5 C 0.36 -0.98 0.73  C3 1.621, O4 1.460, C6 1.310
6 C -0.29 -0.46 1.74  C5 1.310, O7 1.158
7 O -1.03 -0.35 2.61  C6 1.158
8 H 0.05 0.81 -0.24  C3 1.119

# 2
Below is 2 unconnected molecules or ions with the total composition C4O3, with properties calculated with the ωB97M-V functional and the def2-TZVPD basis.

The calculation puts the LUMO energy (alpha / beta) at 0.4 / -3.7 eV. As for the multiplicity: 3. Its HOMO-LUMO gap (alpha / beta) is 0.2445 / 0.2576 Ha.

Last columns: bonded neighbours and bond lengths (Å).
Positions of all 7 atoms, in Å:
1 C -0.35 0.53 -0.07  C3 1.237, C4 1.281
2 C 1.40 -1.29 -0.43  O7 1.137
3 C -0.91 -0.17 0.79  C1 1.237, O5 1.162
4 C -0.08 1.41 -0.96  C1 1.281, O6 1.157
5 O -1.57 -0.82 1.49  C3 1.162
6 O 0.28 2.21 -1.71  C4 1.157
7 O 1.39 -1.96 0.48  C2 1.137

Computed values of M (unit: g/mol) for the preceding records, in sequence: 95.06 96.04.
Computed values of max |F| (unit: hartree/bohr) for the preceding records, in sequence: 0.11698 0.05096.